(1)
Molecular formula: C39H20N9O4Ru
Method: DFT, ωB97M-V with the def2-TZVPD basis set

Positions of all 73 atoms, in Å:
Ru  0.12213  0.16969  0.26572
O  -0.18732  3.95063  -2.46538
O  2.53242  -1.71570  -3.54311
O  0.19991  2.91095  -0.55301
O  2.66401  -1.93888  -0.19661
N  -2.87387  0.96963  1.73921
N  0.40192  -1.68880  -1.07538
N  3.51803  -0.85488  -0.51527
N  -1.84272  -2.55940  -1.08637
N  0.59159  0.55480  -1.84047
N  -1.81229  -0.47053  0.13904
N  2.04895  0.45248  0.87225
N  1.67602  1.97665  2.66280
N  -0.46742  1.13985  1.91499
C  0.08575  2.17362  5.36696
C  1.77498  -2.27915  -1.20616
C  1.50698  -3.75904  -1.21709
C  5.33910  1.66191  -0.43916
C  -3.97472  0.12469  -0.28407
C  2.33720  1.51336  1.65996
C  -0.54596  -2.76255  -1.08506
C  3.20922  0.18067  0.11046
C  5.35601  3.70253  0.88399
C  2.43432  -4.76788  -1.22949
C  1.87062  -1.53317  -2.56694
C  -0.45600  -0.97770  -3.43285
C  -2.63557  1.62272  4.83116
C  -2.82620  0.30340  0.60091
C  0.39950  1.55561  2.89584
C  -5.96925  0.56107  -1.47567
C  4.14654  1.34281  0.19230
C  -1.65770  1.50571  3.80989
C  3.61919  2.11816  1.20652
C  -0.75930  1.40879  -3.61851
C  0.13285  -4.03007  -1.15261
C  0.53193  -0.75700  -2.36231
C  -2.20436  1.98111  6.10220
C  0.05520  2.85235  -1.74409
C  -4.64130  -1.40260  -2.03898
C  -5.76722  -0.61026  -2.22518
C  0.61989  -6.34906  -1.06740
C  -1.03259  0.09353  -4.03332
C  -1.73036  1.14030  2.42408
C  4.22362  3.30457  1.57958
C  -0.33393  -5.33765  -1.08335
C  -0.31860  1.76365  4.09894
C  -0.85049  2.29564  6.37020
C  1.97809  -6.07777  -1.17224
C  -3.73274  -0.99449  -1.06255
C  -2.37212  -1.40929  -0.75302
C  -5.09971  0.90120  -0.44324
C  0.00788  1.57637  -2.49000
C  5.92615  2.88187  -0.08556
H  -6.46578  -0.90084  -3.00684
H  -1.71427  -0.02277  -4.87904
H  -5.24963  1.78245  0.16691
H  6.83140  3.17644  -0.58838
H  -2.90649  2.03239  6.93382
H  -6.81563  1.16907  -1.69596
H  5.84645  4.65178  1.11321
H  -1.37505  -5.53400  -1.02667
H  2.71346  -6.87340  -1.18579
H  3.49788  -4.51355  -1.30632
H  -0.52494  2.56205  7.37090
H  1.14307  2.39346  5.51670
H  -0.19035  4.70596  -1.84723
H  3.82176  3.92469  2.35291
H  5.77837  1.01714  -1.22275
H  -4.44277  -2.28152  -2.66040
H  -3.66674  1.39508  4.63259
H  -1.17131  2.28965  -4.07001
H  -0.62401  -1.99418  -3.77649
H  0.29633  -7.39437  -1.00367

For the maximum force, the calculation gives 1.87 eV Å⁻¹. The calculation puts the HOMO energy (spin up / spin down) at -5.97 / -7.54 eV. The spin multiplicity is 6. As for the expectation value of S²: 8.816. The molar mass is 779.718 g mol⁻¹.

(2)
Molecular formula: C7H17N3
Method: DFT, ωB97M-V with the def2-TZVPD basis set

Positions of all 27 atoms, in Å:
N  0.60708  1.32221  0.94767
N  2.02737  -0.38291  1.45687
N  -0.29563  -0.59432  1.92260
C  1.85550  -0.61648  -1.88084
C  -1.67925  1.50780  -1.58044
C  -0.19523  -1.95329  2.39628
C  -1.41830  0.14434  2.45293
C  -0.77384  0.95392  -3.94120
C  -1.21688  1.23136  -2.75834
C  0.83516  0.05465  1.46632
H  2.18198  -1.25328  1.95463
H  -2.34688  -0.17275  1.96578
H  -1.42019  0.99442  -4.80444
H  -1.18271  -2.41293  2.33770
H  2.06642  0.35221  -2.31682
H  -1.68012  2.51448  -1.19385
H  0.48316  -2.51734  1.75768
H  0.25043  0.67439  -4.11986
H  0.78631  -0.80945  -1.93172
H  2.17613  -0.62158  -0.84876
H  0.15513  -2.01306  3.43590
H  1.45844  1.68539  0.54143
H  -0.16937  1.37509  0.30146
H  -2.11077  0.74401  -0.95115
H  2.39268  -1.38487  -2.42874
H  -1.51782  -0.03042  3.52993
H  -1.26882  1.20844  2.28898

The energy above the lowest of the compared OMol25 structures with the same formula, charge and spin comes out at 2.543 eV. The structure (SMILES) is [H]/N=C(/N)N(C)C.C=C=C.C. For the maximum force, the calculation gives 0.85 eV Å⁻¹. The calculation puts the HOMO energy at -8.59 eV. The molar mass is 143.234 g mol⁻¹.

(3)
Molecular formula: CH3F2N3
Method: DFT, ωB97M-V with the def2-TZVPD basis set

Positions of all 9 atoms, in Å:
F  -2.46062  0.12024  -0.05414
F  1.21829  1.58196  0.13536
N  -1.35392  -0.74703  0.15870
N  -0.00308  1.08501  -0.24782
N  0.92335  -0.99719  0.08976
C  -0.15512  -0.20667  0.02824
H  1.90107  -0.82785  -0.16004
H  0.54908  -1.91027  0.13371
H  -0.61906  1.90181  -0.08376

The energy above the lowest of the compared OMol25 structures with the same formula, charge and spin comes out at 1.412 eV. The structure (SMILES) is N/C(=N/F)NF. For the maximum force, the calculation gives 3.47 eV Å⁻¹. The calculation puts the HOMO energy at -9.06 eV. The molar mass is 95.052 g mol⁻¹.

(4)
Molecular formula: C7H8S
Method: DFT, ωB97M-V with the def2-TZVPD basis set

Positions of all 16 atoms, in Å:
S  -0.10246  1.34903  -0.88935
C  -2.89855  -0.56160  -0.45864
C  -1.70291  -1.05234  0.04395
C  0.83441  -1.04744  0.25102
C  0.49809  2.13348  0.66624
C  2.14008  -0.71592  -0.12957
C  3.28618  -0.74312  -0.56227
C  -0.30898  -0.36149  -0.21313
H  4.34743  -0.88645  -1.53159
H  -3.21963  0.38682  -0.71185
H  1.43414  1.65531  1.31891
H  0.63327  -2.08217  0.66177
H  -1.38814  -2.06163  0.25783
H  0.68926  3.23337  0.23166
H  -3.71100  -1.28330  -0.36160
H  -0.53118  2.03744  1.42663

The energy above the lowest of the compared OMol25 structures with the same formula, charge and spin comes out at 6.359 eV. For the maximum force, the calculation gives 5.78 eV Å⁻¹. The calculation puts the HOMO energy at -8.30 eV. The molar mass is 124.208 g mol⁻¹.

(5)
Molecular formula: C5H5N3O2
Method: DFT, ωB97M-V with the def2-TZVPD basis set

Positions of all 15 atoms, in Å:
O  -2.03550  -1.75445  -0.17831
O  1.43876  1.40421  0.19488
N  2.53679  -0.59834  0.08325
N  0.34590  -1.75959  -0.31062
N  -0.77797  0.20605  -0.00848
C  0.54053  0.51003  0.05660
C  2.63663  0.77297  0.19960
C  -1.99105  1.03012  0.02380
C  1.29713  -0.89357  -0.03320
C  -0.94019  -1.15209  -0.21966
H  -2.02357  1.62752  0.85097
H  3.52734  1.34783  0.17863
H  -2.82089  0.26546  0.08968
H  0.30518  -2.68657  -0.02647
H  -2.03909  1.68041  -0.90069

The energy above the lowest of the compared OMol25 structures with the same formula, charge and spin comes out at 2.113 eV. The structure (SMILES) is Cn1c(=O)[nH]c2ncoc21. For the maximum force, the calculation gives 8.92 eV Å⁻¹. The calculation puts the HOMO energy at -7.24 eV. The molar mass is 139.114 g mol⁻¹.

(6)
Molecular formula: C34H70Br4N2O20
Method: DFT, ωB97M-V with the def2-TZVPD basis set

Positions of all 130 atoms, in Å:
Br  -5.18539  -4.93827  -2.39501
Br  -4.81785  -3.25778  -4.95106
Br  0.75075  -0.39666  -0.88930
Br  -3.86577  0.12692  0.11255
O  -2.19634  5.50654  -0.92449
O  3.68785  3.65840  -3.23483
O  3.18939  1.80184  1.67840
O  5.99332  -3.85503  1.86016
O  1.87323  3.68505  -1.98886
O  -5.60465  -2.45522  2.59596
O  -1.69841  -0.74038  -3.90316
O  -0.69854  6.44626  0.56094
O  0.03221  2.29230  6.67334
O  -7.54892  -1.18767  2.57510
O  0.35728  -5.22629  -1.24407
O  5.76249  -2.08654  0.48861
O  0.37198  0.62034  5.22428
O  -0.84591  -3.45665  -1.98232
O  -0.97618  7.35706  -1.59653
O  1.39906  -3.62825  -2.34313
O  0.51874  0.11182  7.34610
O  1.93834  2.15361  -3.71211
O  -7.10755  -2.12187  4.31763
O  3.96322  -3.13625  1.50752
N  5.00769  1.24339  0.33315
N  -0.96707  -0.01829  -5.93232
C  4.43185  1.66771  1.41372
C  0.22263  -3.99602  -1.85718
C  0.23175  0.53685  2.83079
C  0.62999  3.21985  -1.48125
C  2.48617  2.99008  -2.98381
C  -0.77664  -5.28301  0.94797
C  1.79726  -2.85175  1.24228
C  5.27789  -2.95644  1.18931
C  5.96765  3.66467  -4.03337
C  -5.14501  -2.91194  -2.12517
C  -6.64840  -2.02967  3.14290
C  0.59853  0.44066  8.73259
C  7.40032  -3.91866  1.75993
C  -5.76665  -1.91715  6.29941
C  -7.16999  -0.28560  1.57954
C  -1.29807  6.48130  -0.73623
C  6.44566  1.06244  0.23548
C  -6.42132  -2.86667  5.37176
C  1.52364  -2.60048  -3.31886
C  -0.71858  -5.89363  -0.51422
C  4.57522  3.18868  -4.24014
C  -0.82769  -0.24826  -4.61799
C  3.14247  -2.36518  0.69546
C  -2.02146  0.59193  -0.41756
C  0.20472  1.12069  6.46496
C  -0.00099  0.81093  -6.69182
C  -3.48850  3.72341  -0.43816
C  0.32695  7.43513  0.90249
C  0.17102  1.43632  4.10713
C  4.18905  0.70829  -0.73058
C  -1.18795  -0.68607  -0.53645
C  -2.44904  4.59660  0.12688
C  -4.26067  -2.26928  -3.23105
C  -2.03426  -0.52389  -6.80167
H  0.19710  -0.07900  -4.25281
H  7.03964  1.47202  1.05251
H  1.04576  -1.66036  -3.04333
H  -0.94274  -4.20821  0.87505
H  -0.23230  1.07986  9.03130
H  4.29364  3.55889  -5.22592
H  1.54793  0.86027  9.06525
H  -6.20798  -2.67108  -2.13833
H  -0.40532  -6.92495  -0.67653
H  -1.53939  -1.16209  -1.45186
H  1.65865  -3.90057  0.97986
H  -1.67355  -5.71494  -1.00840
H  -1.61392  3.93401  0.35418
H  6.87655  1.47920  -0.67487
H  5.97495  4.63743  -3.54164
H  -6.27690  0.33381  1.66220
H  -1.58332  -0.98822  -7.67869
H  0.96856  2.17794  4.06212
H  -2.84630  5.16749  0.96614
H  -1.63776  1.31978  0.29735
H  0.12393  -5.55020  1.50086
H  6.68918  3.69035  -4.84997
H  -4.05548  3.04858  0.20312
H  3.12247  0.86985  -0.57438
H  -1.51706  -5.68550  1.63925
H  2.50688  -2.20237  -3.56954
H  4.49748  2.10157  -4.25605
H  -3.21784  -2.55991  -3.10398
H  -3.14468  3.03088  -1.20646
H  -0.34842  0.82299  1.95352
H  -2.78920  -1.09713  -6.26356
H  0.74317  7.06843  1.84078
H  0.81222  2.18833  -1.17980
H  -5.62864  -3.50075  4.97464
H  -8.01952  0.36381  1.36818
H  1.01522  -3.01569  -4.18904
H  3.32042  -2.73067  -0.31590
H  -5.02905  -1.24705  5.85780
H  -0.17884  8.39684  0.98839
H  -0.51285  1.49367  -7.37003
H  -0.72576  2.05421  4.15285
H  -6.52841  -1.29405  6.76797
H  -2.12220  1.12664  -1.36204
H  1.59657  -2.70544  2.30361
H  0.43429  -0.40041  9.40618
H  1.28369  0.31405  2.65223
H  -2.47226  0.38460  -7.21505
H  7.61274  -4.91814  1.38042
H  0.27995  3.76873  -0.60700
H  4.33153  -0.37138  -0.77665
H  -4.43461  -1.19465  -3.28597
H  3.30041  -1.28862  0.76005
H  0.71897  1.40343  -6.12729
H  1.15056  7.59387  0.20637
H  -4.81224  -2.57749  -1.14256
H  7.89032  -3.27768  1.02702
H  -0.16566  3.09134  -2.21509
H  6.51864  -0.02507  0.24448
H  -7.00371  -3.69277  5.77980
H  5.14560  1.91577  2.21449
H  0.49975  0.08205  -7.32907
H  7.81980  -3.75310  2.75226
H  6.44968  3.02249  -3.29626
H  -5.21775  -2.42523  7.09230
H  -4.26555  4.33174  -0.90102
H  -6.97841  -0.81439  0.64585
H  0.94818  -2.36334  0.76415
H  -0.14671  -0.46966  3.00914
H  -1.31448  -1.46349  0.21701
H  4.43419  1.17811  -1.68309

For the maximum force, the calculation gives 5.78 eV Å⁻¹. The calculation puts the HOMO energy (spin up / spin down) at -0.08 / -6.17 eV. The spin multiplicity is 2. As for the expectation value of S²: 0.755. The total charge is -1. The molar mass is 1146.544 g mol⁻¹.